No. 1
Here is a cluster of 2 separate species, C29H34N2O5 in total at a distorted geometry from the Open Molecules 2025 dataset. Energies are from wB97M-V/def2-TZVPD.

## Properties
Kohn-Sham gap in eV: 4.803
HOMO in eV: -6.403
Relative energy (zero: lowest compared OMol25 entry of this formula, charge and spin) in eV: 2.5022

Structure (ORCA input):
```
! wB97M-V def2-TZVPD RIJCOSX def2/J DEFGRID3
* xyz 0 1
C -1.312 2.921 -3.600
C -0.052 2.360 -3.104
C 0.870 1.837 -4.084
O 0.630 1.834 -5.294
C 2.201 1.325 -3.536
C 2.662 2.290 -2.476
O 1.670 2.418 -1.393
C 0.372 2.643 -1.734
O -0.412 3.039 -0.867
H -1.889 3.361 -2.775
H -1.097 3.673 -4.379
H -1.893 2.129 -4.089
H 2.073 0.310 -3.131
H 2.931 1.295 -4.351
H 3.581 1.967 -1.986
H 2.814 3.281 -2.926
C -4.629 -4.295 -5.122
O -4.558 -2.853 -5.213
C -3.856 -2.187 -4.263
C -3.747 -0.779 -4.404
C -3.054 -0.049 -3.471
C -2.275 -0.676 -2.455
C -1.507 0.085 -1.514
C -1.016 -0.464 -0.333
C -0.355 0.250 0.660
N 0.046 -0.284 1.833
C 0.696 0.524 2.869
C 1.930 1.267 2.360
C 2.629 2.020 3.476
C 3.966 1.730 3.774
C 4.582 2.330 4.877
C 3.865 3.244 5.661
C 2.545 3.575 5.330
C 1.927 2.966 4.231
C 1.005 -0.518 3.951
O 1.479 -0.315 5.066
N 0.642 -1.731 3.445
C 0.808 -2.946 4.207
C -0.037 -1.712 2.161
C -1.481 -2.220 2.332
C 0.724 -2.604 1.171
C -2.361 -2.093 -2.368
C -3.189 -2.834 -3.191
H -5.189 -4.600 -6.003
H -3.625 -4.742 -5.134
H -5.159 -4.595 -4.209
H -4.234 -0.306 -5.254
H -3.123 1.040 -3.486
H -1.416 1.162 -1.641
H -1.220 -1.513 -0.136
H -0.199 1.328 0.550
H -0.011 1.263 3.291
H 2.620 0.528 1.925
H 1.619 1.948 1.551
H 4.493 0.995 3.157
H 5.615 2.066 5.124
H 4.341 3.708 6.529
H 1.982 4.296 5.928
H 0.888 3.190 3.971
H 1.348 -2.737 5.132
H -0.167 -3.385 4.454
H 1.374 -3.680 3.619
H -1.929 -1.781 3.231
H -2.107 -1.969 1.472
H -1.473 -3.314 2.440
H 1.794 -2.357 1.186
H 0.585 -3.657 1.454
H 0.353 -2.469 0.153
H -1.787 -2.628 -1.612
H -3.298 -3.906 -3.038
*
```

---

No. 2
Here is a structure of composition C5H9NO at a distorted geometry from the Open Molecules 2025 dataset. Energies are from wB97M-V/def2-TZVPD.

## Properties
Kohn-Sham gap (alpha / beta) in eV: 7.463 / 7.352
HOMO (alpha / beta) in eV: -7.401 / -7.495
Relative energy (zero: lowest compared OMol25 entry of this formula, charge and spin) in eV: 5.5119

Structure (ORCA input):
```
! wB97M-V def2-TZVPD RIJCOSX def2/J DEFGRID3
* xyz 0 1
N -0.925 1.092 -1.321
C -0.298 -0.093 -1.130
C 0.904 -0.488 -1.717
C 0.657 0.928 0.296
C 0.371 -0.134 1.313
C -1.001 -0.720 0.969
O -0.904 -1.105 -0.387
H -1.853 1.027 -0.899
H 1.354 -1.430 -1.430
H 1.409 0.175 -2.407
H 0.146 1.867 0.468
H 1.683 1.061 -0.017
H 1.126 -0.924 1.270
H 0.364 0.320 2.311
H -1.788 0.033 1.127
H -1.246 -1.609 1.552
*
```

---

No. 3
Here is a structure of composition C14H34N5O7PSSi2 at a distorted geometry from the Open Molecules 2025 dataset. Energies are from wB97M-V/def2-TZVPD.

## Properties
Kohn-Sham gap in eV: 8.548
HOMO in eV: -8.812

Structure (ORCA input):
```
! wB97M-V def2-TZVPD RIJCOSX def2/J DEFGRID3
* xyz 0 1
N -0.655 3.564 3.480
C -0.457 3.537 2.332
O -0.099 3.584 1.095
Si -0.436 2.055 0.368
C -1.990 2.291 -0.658
C -3.202 2.187 0.282
S -4.785 2.148 -0.640
C -5.362 0.545 -0.227
N -5.863 -0.318 -1.001
N -6.123 -1.410 -0.186
C -5.766 -1.119 0.977
O -5.263 0.140 1.047
O 0.882 1.691 -0.554
Si 1.631 0.224 -0.219
C 0.528 -1.302 -0.483
N -0.702 -1.085 -1.285
P 2.532 0.116 1.832
N 4.061 0.176 1.648
O 2.043 1.336 2.815
O 2.166 -1.308 2.573
H -0.611 1.056 1.437
H -1.946 3.307 -1.053
H -2.023 1.585 -1.481
H -3.116 1.278 0.870
H -3.254 3.042 0.947
H -5.825 -1.777 1.817
H 2.756 0.106 -1.155
H 0.304 -1.762 0.477
H 1.129 -2.041 -1.014
H -1.476 -1.026 -0.635
H -0.691 -0.196 -1.768
H 4.492 -0.670 2.008
H 1.315 1.005 3.358
H 1.210 -1.392 2.688
C -5.012 0.938 -7.331
C -4.205 0.281 -6.224
O -4.128 1.051 -5.040
C -5.363 1.326 -4.400
C -6.107 0.084 -3.938
H -4.654 1.952 -7.516
H -4.930 0.360 -8.252
H -6.070 1.004 -7.073
H -3.175 0.152 -6.560
H -4.592 -0.721 -6.005
H -5.999 1.945 -5.044
H -5.114 1.936 -3.532
H -6.457 -0.509 -4.787
H -6.975 0.361 -3.344
H -5.461 -0.547 -3.341
C 6.560 -3.483 4.664
C 6.969 -2.796 3.371
O 6.752 -1.399 3.374
C 7.463 -0.659 4.348
C 8.972 -0.754 4.206
H 5.535 -3.220 4.929
H 6.632 -4.565 4.556
H 7.202 -3.189 5.496
H 6.363 -3.188 2.552
H 8.013 -3.022 3.125
H 7.147 -0.948 5.356
H 7.156 0.378 4.210
H 9.337 -1.760 4.425
H 9.461 -0.066 4.896
H 9.277 -0.509 3.188
*
```

---

No. 4
Here is a cluster of 2 separate species, C6H12N2O2 in total at a distorted geometry from the Open Molecules 2025 dataset. Energies are from wB97M-V/def2-TZVPD.

## Properties
Kohn-Sham gap (alpha / beta) in eV: 7.983 / 7.982
HOMO (alpha / beta) in eV: -7.489 / -7.488
SMILES: C/C(N)=C/N.CC(=O)C=O
Relative energy (zero: lowest compared OMol25 entry of this formula, charge and spin) in eV: 1.9139

Structure (ORCA input):
```
! wB97M-V def2-TZVPD RIJCOSX def2/J DEFGRID3
* xyz 0 1
C 2.196 -0.741 -0.756
C 0.908 -0.891 0.000
N 0.970 -1.381 1.298
C -0.294 -0.948 -0.681
N -1.414 -1.587 -0.224
H 3.017 -0.516 -0.078
H 2.114 0.067 -1.481
H 2.432 -1.665 -1.284
H 0.197 -1.065 1.880
H 1.862 -1.229 1.748
H -0.330 -0.596 -1.701
H -2.287 -1.292 -0.635
H -1.464 -1.702 0.781
C -1.942 1.674 -0.268
C -0.886 1.107 0.642
O -1.142 0.506 1.682
C 0.548 1.409 0.229
O 0.854 1.981 -0.806
H -2.874 1.120 -0.182
H -1.586 1.696 -1.295
H -2.117 2.706 0.039
H 1.237 1.348 1.093
*
```

---

No. 5
Here is a structure of composition C14H16F9FeN3O2S3 at a distorted geometry from the Open Molecules 2025 dataset. Energies are from wB97M-V/def2-TZVPD.

## Properties
Kohn-Sham gap (alpha / beta) in eV: 6.344 / 6.427
HOMO (alpha / beta) in eV: -3.883 / -3.966
Expectation value of S²: 1.112
Relative energy (zero: lowest compared OMol25 entry of this formula, charge and spin) in eV: 0.4607

Structure (ORCA input):
```
! wB97M-V def2-TZVPD RIJCOSX def2/J DEFGRID3
* xyz -1 2
Fe 0.235 -0.146 0.027
S 0.702 4.392 0.635
C 0.483 2.742 0.543
S 1.726 1.701 -0.019
S -0.953 1.923 0.942
N -2.118 -3.659 -0.347
C -1.243 -2.617 -0.404
O -1.615 -1.470 -0.203
C 0.177 -2.918 -0.751
C 0.865 -1.664 -1.241
H -3.015 -3.477 0.071
H -1.757 -4.595 -0.289
H 0.203 -3.757 -1.460
H 0.654 -3.255 0.170
H 0.534 -1.374 -2.237
H 1.950 -1.761 -1.194
F 3.262 -0.989 2.195
C 2.527 -2.047 2.545
F 2.637 -2.948 1.550
F 3.104 -2.600 3.630
C 1.020 -1.638 2.745
O 0.494 -1.238 1.605
C 0.959 -0.513 3.841
F -0.313 -0.232 4.153
F 1.529 0.603 3.396
F 1.583 -0.851 4.994
C 0.239 -2.890 3.281
F 0.640 -3.321 4.490
F -1.072 -2.634 3.363
F 0.372 -3.936 2.435
N -0.698 0.739 -1.808
C -1.113 1.518 -2.546
N -1.599 2.436 -3.360
C -0.822 3.628 -3.700
C -0.647 3.707 -5.210
C -2.012 3.651 -5.902
C -2.754 2.370 -5.508
C -2.905 2.298 -3.993
H 0.133 3.581 -3.180
H -1.358 4.512 -3.338
H -0.035 2.864 -5.543
H -0.122 4.629 -5.464
H -1.891 3.700 -6.986
H -2.607 4.519 -5.596
H -2.189 1.500 -5.855
H -3.744 2.340 -5.969
H -3.351 1.358 -3.677
H -3.552 3.114 -3.650
*
```

---

No. 6
Here is a structure of composition C24H67N6O7Sr at a distorted geometry from the Open Molecules 2025 dataset. Energies are from wB97M-V/def2-TZVPD.

## Properties
Kohn-Sham gap in eV: 7.206
HOMO in eV: -10.723
Relative energy (zero: lowest compared OMol25 entry of this formula, charge and spin) in eV: 0.0892

Structure (ORCA input):
```
! wB97M-V def2-TZVPD RIJCOSX def2/J DEFGRID3
* xyz 1 1
Sr -1.014 2.632 -0.553
O 0.253 0.681 0.228
H 0.745 -0.124 0.407
C 2.949 -1.053 2.313
C 3.448 0.375 2.597
C 4.778 0.596 1.885
O 5.783 -0.225 2.394
C 6.509 0.350 3.463
N 2.404 1.330 2.247
H 1.959 -1.218 2.749
H 3.642 -1.794 2.704
H 2.836 -1.206 1.232
H 3.623 0.352 3.681
H 5.028 1.669 1.857
H 4.632 0.372 0.820
H 6.951 1.326 3.245
H 7.287 -0.346 3.764
H 5.834 0.483 4.321
H 2.763 2.037 1.610
H 1.645 0.902 1.729
C -1.598 0.786 5.201
C -0.786 0.271 4.018
C -1.098 -1.165 3.669
O -0.535 -2.032 4.624
C -0.752 -3.370 4.268
N -1.039 1.113 2.823
H -1.502 1.858 5.375
H -1.347 0.218 6.098
H -2.670 0.629 5.029
H 0.265 0.369 4.316
H -0.635 -1.368 2.687
H -2.181 -1.339 3.590
H -0.348 -4.009 5.050
H -0.320 -3.643 3.296
H -1.824 -3.615 4.197
H -0.594 0.615 2.048
H -0.448 1.938 2.901
C 3.620 0.755 -3.765
C 2.877 0.195 -2.566
C 3.655 -0.887 -1.837
O 3.886 -2.010 -2.663
C 5.201 -2.528 -2.557
N 2.557 1.276 -1.608
H 3.608 0.036 -4.590
H 4.656 0.985 -3.522
H 3.126 1.637 -4.183
H 1.940 -0.293 -2.891
H 2.988 -1.233 -1.031
H 4.556 -0.466 -1.382
H 5.964 -1.763 -2.721
H 5.275 -3.340 -3.278
H 5.390 -2.954 -1.562
H 2.054 0.843 -0.836
H 1.858 1.835 -2.081
C -5.125 0.252 1.023
C -4.393 1.238 0.129
C -5.082 2.570 -0.052
O -6.240 2.356 -0.823
C -6.887 3.567 -1.131
N -2.968 1.408 0.517
H -4.558 -0.675 1.087
H -6.110 0.055 0.597
H -5.256 0.673 2.022
H -4.299 0.825 -0.883
H -4.418 3.278 -0.583
H -5.360 3.034 0.905
H -7.853 3.374 -1.591
H -6.278 4.131 -1.852
H -7.069 4.203 -0.259
H -2.853 1.536 1.535
H -2.580 0.456 0.467
C -1.549 -0.049 -4.347
C -1.016 0.969 -3.359
C -0.170 2.080 -3.966
O 0.305 2.855 -2.856
C 1.020 4.005 -3.309
N -2.097 1.649 -2.627
H -2.037 0.471 -5.177
H -2.247 -0.755 -3.901
H -0.738 -0.631 -4.791
H -0.363 0.503 -2.609
H -0.771 2.721 -4.623
H 0.659 1.680 -4.556
H 0.345 4.671 -3.860
H 1.797 3.724 -4.022
H 1.453 4.546 -2.473
H -2.850 0.993 -2.395
H -2.660 2.212 -3.276
C -3.398 -2.999 -0.704
C -2.111 -2.531 -0.048
C -1.022 -3.583 -0.240
O 0.193 -3.128 0.301
C 1.340 -3.594 -0.391
N -1.724 -1.236 -0.608
H -4.203 -2.276 -0.597
H -3.667 -3.992 -0.338
H -3.266 -3.115 -1.786
H -2.217 -2.420 1.035
H -0.897 -3.754 -1.322
H -1.352 -4.538 0.188
H 2.180 -3.143 0.132
H 1.293 -3.316 -1.449
H 1.451 -4.684 -0.357
H -1.245 -1.309 -1.507
H -0.959 -0.793 -0.085
*
```

---

No. 7
Here is a cluster of 2 separate species, C4H6O2 in total at a distorted geometry from the Open Molecules 2025 dataset. Energies are from wB97M-V/def2-TZVPD.

## Properties
Kohn-Sham gap in eV: 9.954
HOMO in eV: -9.001
SMILES: C=C=O.CC=O
Relative energy (zero: lowest compared OMol25 entry of this formula, charge and spin) in eV: 1.7133

Structure (ORCA input):
```
! wB97M-V def2-TZVPD RIJCOSX def2/J DEFGRID3
* xyz 0 1
C 1.947 -0.699 -1.157
C 1.978 -0.073 -0.003
O 2.038 0.438 1.046
H 1.199 -0.423 -1.887
H 2.697 -1.451 -1.364
C -1.424 0.000 1.064
C -1.363 0.697 -0.265
O -0.354 1.122 -0.780
H -2.058 -0.891 0.996
H -0.426 -0.263 1.420
H -1.894 0.675 1.789
H -2.337 0.828 -0.780
*
```

---

Please write out number 4 again, unchanged.
Here is a cluster of 2 separate species, C6H12N2O2 in total at a distorted geometry from the Open Molecules 2025 dataset. Energies are from wB97M-V/def2-TZVPD.

## Properties
Kohn-Sham gap (alpha / beta) in eV: 7.983 / 7.982
HOMO (alpha / beta) in eV: -7.489 / -7.488
SMILES: C/C(N)=C/N.CC(=O)C=O
Relative energy (zero: lowest compared OMol25 entry of this formula, charge and spin) in eV: 1.9139

Structure (ORCA input):
```
! wB97M-V def2-TZVPD RIJCOSX def2/J DEFGRID3
* xyz 0 1
C 2.196 -0.741 -0.756
C 0.908 -0.891 0.000
N 0.970 -1.381 1.298
C -0.294 -0.948 -0.681
N -1.414 -1.587 -0.224
H 3.017 -0.516 -0.078
H 2.114 0.067 -1.481
H 2.432 -1.665 -1.284
H 0.197 -1.065 1.880
H 1.862 -1.229 1.748
H -0.330 -0.596 -1.701
H -2.287 -1.292 -0.635
H -1.464 -1.702 0.781
C -1.942 1.674 -0.268
C -0.886 1.107 0.642
O -1.142 0.506 1.682
C 0.548 1.409 0.229
O 0.854 1.981 -0.806
H -2.874 1.120 -0.182
H -1.586 1.696 -1.295
H -2.117 2.706 0.039
H 1.237 1.348 1.093
*
```